A | Formula: C4H9NO2S
Source: the OMol25 dataset
Level of theory: wB97M-V/def2-TZVPD

Geometry (Å):
1 H -0.23021 -2.22054 0.17811
2 H 0.17730 1.57923 1.47323
3 H -0.35613 1.37451 -0.07455
4 N 2.53759 -0.07099 -2.26574
5 C -0.82113 -0.26060 0.94794
6 H 2.99231 -0.86904 -2.76626
7 C -1.54725 -0.64309 2.29437
8 H 3.05896 0.14969 -1.40153
9 H -2.70195 -0.53675 2.11624
10 H -1.27856 -0.03466 3.15278
11 H -1.15959 -1.57331 2.56681
12 O 0.53309 -0.47106 -3.66872
13 C -0.60511 1.19156 0.88869
14 H -1.61006 1.62851 1.26460
15 C -0.35783 -1.19872 0.15913
16 O 0.53940 1.68910 -2.41293
17 S 0.82914 0.26615 -2.45216

LUMO (spin up / spin down): -0.073 / -0.013 Eh
Total charge: 0

These are the Löwdin partial charges, in e, on atoms 1 to 5: 0.019, 0.077, -0.004, -0.143, -0.433

B | Formula: C4H9NO2S
Source: the OMol25 dataset
Level of theory: wB97M-V/def2-TZVPD

Geometry (Å):
1 H -0.20012 -1.13008 1.59436
2 H 1.08408 -1.19083 -1.35090
3 O -3.90877 -1.22067 -0.03376
4 H 1.53291 -1.11693 1.25068
5 H 1.58281 2.02133 0.50540
6 H -0.59342 -1.43033 -0.86406
7 H -0.18105 -0.13504 -1.99165
8 S -1.06275 1.37178 0.32464
9 C 0.38961 0.26431 0.05624
10 C 0.15294 -0.67888 -1.11153
11 C 0.64713 -0.49261 1.35062
12 N -2.99926 -0.53967 0.35596
13 H 0.80319 0.20060 2.17449
14 C 1.51703 1.24699 -0.25885
15 H 2.46857 0.71955 -0.29435
16 H 1.34561 1.72561 -1.22103
17 O -2.57851 0.38486 -0.48627

LUMO: -0.035 Eh
Total charge: 0
SMILES: CC(C)(C)SON=O

These are the Löwdin partial charges, in e, on atoms 1 to 5: 0.078, 0.092, 0.009, 0.087, 0.076

C | Formula: C4H9NO2S
Source: the OMol25 dataset
Level of theory: wB97M-V/def2-TZVPD

Geometry (Å):
1 O -0.06609 -1.90556 0.25351
2 C -0.63642 -0.82591 -0.52347
3 H 1.14021 -0.08276 -0.46129
4 H -1.50334 -1.08202 -1.11560
5 O -0.47819 0.21691 1.59137
6 H 2.20801 -0.72406 -2.38915
7 C -0.42018 1.38683 2.50392
8 H 0.62189 -1.60435 -2.83768
9 H -1.37709 1.27529 3.38799
10 H -0.28463 2.32967 1.66390
11 H 0.98267 -1.86663 -0.21649
12 H 0.18245 0.82753 -1.72526
13 C 0.56474 -0.17409 -1.37129
14 H 0.53835 1.16627 3.08254
15 C -0.98969 0.34306 0.31018
16 S -1.70599 1.86827 -0.05532
17 N 1.22330 -1.14844 -2.09787

LUMO: 0.012 Eh
Total charge: 0
SMILES: COC(=S)[C@H](O)CN

These are the Löwdin partial charges, in e, on atoms 1 to 5: -0.090, -0.363, 0.108, 0.141, -0.216

D | Formula: C4H9NO2S
Source: the OMol25 dataset
Level of theory: wB97M-V/def2-TZVPD

Geometry (Å):
1 C -1.82216 -0.56119 -0.89808
2 H 0.50441 1.22996 2.76768
3 H -2.86278 -0.57679 -0.98601
4 C 0.16687 0.33145 2.34644
5 O -1.60936 -1.26361 0.30005
6 H 1.25445 0.49479 -1.86149
7 C 1.84908 2.24086 -0.86844
8 N 1.48351 1.50691 -1.90131
9 C 0.61285 -0.03881 1.15028
10 S 0.08098 -1.64471 0.46549
11 H 1.02956 0.68559 0.47036
12 H 1.59063 1.91275 -2.85118
13 H 2.27263 3.22071 -1.25041
14 H -1.35431 0.46019 -0.69731
15 O 0.84115 -1.63220 -0.74242
16 H -1.28672 -1.05818 -1.77064
17 H -0.32996 -0.40556 3.05836

LUMO: 0.032 Eh
Total charge: 0

These are the Löwdin partial charges, in e, on atoms 1 to 5: -0.177, 0.040, 0.065, -0.020, -0.422

Ordering by calculated energy gives the sequence B, C, D, A, with the first entry being the most stable.

A | Formula: C4H9NO2S
Source: the OMol25 dataset
Level of theory: wB97M-V/def2-TZVPD

Geometry (Å):
1 H 1.50683 2.47124 1.19285
2 H -2.13592 0.03875 0.40290
3 H -0.16392 1.53166 0.55721
4 H -0.60373 -0.99630 -3.69313
5 H -1.48653 -0.19334 1.99259
6 H 1.77067 -0.92714 1.14838
7 C -0.46861 -0.90311 -1.70350
8 O -0.89189 -1.98851 -1.47751
9 H -1.15775 -1.45561 0.78033
10 C -1.28842 -0.37061 0.99064
11 C -0.05338 0.40755 0.50320
12 S 2.46044 1.54751 1.07093
13 O -0.15469 -0.45301 -2.95156
14 H 0.13745 1.02906 -1.51279
15 H 1.13795 -0.00953 2.38238
16 N 0.03817 0.13400 -0.96482
17 C 1.35333 0.13740 1.28191

LUMO: 0.024 Eh
Total charge: 0
SMILES: C[C@@H](CS)NC(=O)O

These are the Löwdin partial charges, in e, on atoms 1 to 5: -0.155, 0.099, 0.113, 0.165, 0.045

B | Formula: C4H9NO2S
Source: the OMol25 dataset
Level of theory: wB97M-V/def2-TZVPD

Geometry (Å):
1 H -1.78097 -1.42127 1.52512
2 H -1.39199 1.33556 1.50821
3 O 1.48313 1.54570 -1.73286
4 H 0.27435 1.46721 1.29622
5 H -0.38582 0.50640 2.59898
6 H -0.73105 0.27617 -1.76668
7 C -0.50174 0.76346 1.55241
8 C -1.41210 -1.33215 0.55319
9 H 0.76133 1.05115 -2.15526
10 C 0.43119 -0.14294 -0.44248
11 O 2.17781 1.31266 0.30331
12 H -2.20252 -1.00747 -0.13022
13 N -0.32726 -0.37155 0.62187
14 C 1.50497 0.97997 -0.60266
15 S 1.12988 -1.68780 -1.17390
16 H -1.00979 -2.28268 0.18578
17 H 1.98056 -0.99242 -2.14105

LUMO: 0.014 Eh
Total charge: 0

These are the Löwdin partial charges, in e, on atoms 1 to 5: 0.071, 0.079, 0.129, 0.071, 0.097

Ordering by calculated energy gives the sequence A, B, with the first entry being the most stable.

A | Formula: C6H7N3
Source: the OMol25 dataset
Level of theory: wB97M-V/def2-TZVPD

Geometry (Å):
1 C -1.46717 -0.25083 -0.05496
2 H -2.54304 -0.29500 0.05799
3 C -0.84483 0.07491 -1.17205
4 C 0.06720 -1.65780 1.20058
5 H 0.66735 1.58298 0.26642
6 H -1.37940 0.26237 -2.09439
7 C 0.70247 0.22468 -1.38424
8 H 0.88913 -1.39654 -2.41080
9 H 0.34928 0.39705 2.83011
10 N 1.25676 1.18134 -0.62121
11 H -0.98010 1.41620 2.13728
12 H 2.18279 1.47186 -0.90033
13 N 1.36553 -0.54423 -2.13833
14 C -0.63581 -0.42665 1.15685
15 C -0.28051 0.60677 1.97794
16 N 0.65034 -2.64711 1.14915

LUMO: -0.017 Eh
Total charge: 0
SMILES: [H]/N=C(N)\C=C/C(=C)C#N

These are the Löwdin partial charges, in e, on atoms 1 to 5: -0.082, 0.114, -0.011, -0.193, 0.153

B | Formula: C6H7N3
Source: the OMol25 dataset
Level of theory: wB97M-V/def2-TZVPD

Geometry (Å):
1 N 0.22851 -2.64502 1.30275
2 N 1.46129 -1.01258 0.49252
3 C 0.84251 1.73167 -0.62474
4 H -0.74646 2.09456 0.71696
5 H -1.96453 2.47033 -1.57488
6 C -0.49387 1.71628 -0.26257
7 H -1.22050 0.96337 -2.12591
8 H -2.40489 0.95241 -0.79940
9 C -0.59489 -1.59267 1.05570
10 H 2.22942 -0.45094 0.14994
11 C 1.44065 -2.28001 0.96047
12 N 1.96425 1.68434 -0.89853
13 C -1.57895 1.49960 -1.25025
14 H -1.64522 -1.62943 1.24939
15 C 0.17729 -0.59571 0.56358
16 H 2.30538 -2.90620 1.04498

LUMO (spin up / spin down): -0.052 / -0.052 Eh
Total charge: 0

These are the Löwdin partial charges, in e, on atoms 1 to 5: 0.040, 0.054, -0.312, 0.109, 0.089

Ordering by calculated energy gives the sequence A, B, with the first entry being the most stable.